1.
This record from OMol25 describes a structure of composition C18H21N5OSW. The level of theory is ωB97M-V with the def2-TZVPD basis set.

Values from the calculation:
- Frontier orbital gap (alpha / beta): 5.27 / 5.23 eV
- LUMO (alpha / beta): -15.3 / -15.3 eV
- Molecular weight: 539.31 g/mol
- HOMO (alpha / beta): -0.75546 / -0.75494 Ha
- Electronic energy: -41121.8764 eV

Structure (ORCA input):
```
! RIJCOSX wB97M-V def2-TZVPD def2/J DEFGRID3
* xyz 4 1
C -4.02 -3.18 3.07
C 0.29 1.30 -3.65
N 1.26 0.15 1.08
H -0.52 0.57 -3.58
N -0.74 -1.54 3.67
H 1.39 0.48 3.16
O -1.86 0.46 -1.12
C 1.14 1.53 -2.56
C 2.58 3.00 -3.86
H -3.11 -1.96 0.01
H -4.59 2.68 -0.59
H 1.95 3.23 -5.89
H 3.82 2.69 -1.24
C 2.44 0.97 0.74
S -3.00 1.41 -1.83
H -0.36 -1.65 4.61
N 2.94 2.24 -1.45
C 2.30 2.32 -2.68
W -0.38 0.09 -0.15
C 2.20 1.46 -0.66
C 1.22 -0.36 2.46
H 3.42 3.68 -3.94
H -0.01 1.78 -5.72
C -4.15 0.22 -2.50
H -4.48 -0.52 -1.77
H 2.50 1.81 1.45
H -4.77 -3.83 3.51
C -2.06 -1.70 1.88
C 1.72 2.78 -4.94
C -4.11 -2.88 1.71
C -3.85 1.93 -0.33
C -2.98 -2.73 3.88
H -5.03 0.77 -2.86
H -3.71 -0.27 -3.37
H 1.24 -0.74 0.38
H 2.00 -1.11 2.66
N -0.92 -1.00 1.52
C -3.12 -2.14 1.08
H -4.35 1.10 0.17
H -4.93 -3.29 1.13
H -3.12 2.40 0.33
C -1.96 -2.03 3.25
N 1.08 1.03 -1.27
C 0.59 1.95 -4.84
C -0.15 -0.95 2.63
H -2.96 -2.93 4.94
H 3.38 0.41 0.81
*
```

=====

2.
This record from OMol25 describes a cluster of 3 separate species, C8H11FN2O4 in total. The level of theory is ωB97M-V with the def2-TZVPD basis set.

Values from the calculation:
- ΔE to the lowest compared entry with this formula, charge and spin: 0.0 kcal per mole
- SMILES: C[N+](=O)[O-].C[N+](=O)[O-].Fc1ccccc1
- Frontier orbital gap: 9.47 eV
- LUMO: -0.2 eV
- Molecular weight: 218.18 g/mol
- HOMO: -0.35384 Ha
- Electronic energy: -22356.3214 eV

Structure (ORCA input):
```
! RIJCOSX wB97M-V def2-TZVPD def2/J DEFGRID3
* xyz 0 1
H 20.19 21.76 15.10
C 22.63 21.06 12.87
C 21.84 15.81 12.72
C 22.00 21.67 13.95
C 20.10 20.29 13.56
C 21.94 19.04 8.41
O 23.15 18.33 6.57
N 22.08 18.73 6.97
H 22.54 22.42 14.50
H 23.63 21.35 12.58
H 22.77 18.62 8.96
H 22.55 19.61 11.34
H 22.86 16.15 12.82
H 20.18 18.92 11.91
F 18.84 19.93 13.90
H 21.13 16.45 13.23
H 21.77 14.78 13.05
O 21.09 18.91 6.28
C 20.70 19.67 12.49
O 21.45 16.94 10.75
C 20.73 21.27 14.30
N 21.49 15.84 11.27
H 21.02 18.58 8.75
H 21.92 20.12 8.48
O 21.28 14.79 10.70
C 21.98 20.06 12.15
*
```

=====

3.
This record from OMol25 describes a structure of composition C38H40N2P2Y. The level of theory is ωB97M-V with the def2-TZVPD basis set.

Values from the calculation:
- ΔE to the lowest compared entry with this formula, charge and spin: 10.9 kcal per mole
- Frontier orbital gap: 7.09 eV
- LUMO: -2.5 eV
- Molecular weight: 675.61 g/mol
- HOMO: -0.35285 Ha
- Electronic energy: -62653.4200 eV

Structure (ORCA input):
```
! RIJCOSX wB97M-V def2-TZVPD def2/J DEFGRID3
* xyz 1 1
H 0.91 -0.43 5.64
P 0.66 2.72 0.85
H 0.85 5.58 0.12
C 5.23 0.74 1.95
C -3.16 -3.03 1.35
C 3.27 0.28 3.31
C -0.34 0.05 -3.00
C 2.02 -2.88 0.45
C 1.36 -0.29 4.67
H 2.59 0.12 -0.05
H -3.80 0.36 -1.22
C 1.75 -4.02 -1.99
H 4.93 0.65 -0.19
H -0.44 -0.82 3.64
H 3.26 0.28 5.47
C -2.42 -0.38 -4.75
C 2.60 -4.11 0.22
H 5.22 0.78 4.08
H 2.33 4.48 1.17
C -3.51 1.41 -1.30
C 1.19 -2.80 -1.67
H 0.36 3.99 2.89
H -3.32 -1.56 -3.21
C -2.70 4.40 -0.78
C 4.46 0.54 0.78
H -0.62 2.51 2.91
H 2.60 3.59 -0.35
C -2.18 -2.17 -0.71
C -2.46 -0.96 -3.49
C -1.80 3.49 -0.25
C 3.09 -6.05 -1.32
C 4.64 0.62 3.18
C 2.67 0.11 4.58
H -3.84 0.86 1.63
C -3.35 1.82 1.49
H 6.28 0.98 1.87
H 1.62 -4.43 -2.98
H -1.35 0.88 -6.13
H -4.04 -4.99 1.22
H -3.39 -2.90 2.39
C 3.14 0.24 0.89
C -0.32 0.64 -4.26
H -2.29 -1.08 1.16
P -2.29 1.75 0.00
C -3.52 -4.20 0.69
C 2.48 -4.71 -1.02
C -3.21 -4.35 -0.66
C -2.51 -2.03 0.65
C 1.10 -0.32 2.23
H 1.11 2.40 3.20
C 2.30 3.50 0.70
C -1.42 -0.74 -2.57
H 0.61 -2.27 -2.41
N -1.41 -1.15 -1.26
H -2.28 -3.51 -2.40
H -2.76 2.05 2.38
H 3.02 2.85 1.20
C -0.50 3.91 0.09
C -2.33 5.72 -0.99
H 3.63 -6.03 -2.27
C -0.15 5.24 -0.13
H -3.24 -0.56 -5.43
H 3.78 -6.35 -0.54
H 3.15 -4.60 1.02
H 2.31 -6.80 -1.40
H -0.75 7.17 -0.84
H -3.07 1.57 -2.28
H -3.49 -5.26 -1.17
H 2.10 -2.41 1.42
Y 0.04 -0.11 0.10
C -1.36 0.43 -5.14
C 0.34 2.93 2.64
H -3.05 6.42 -1.41
C 0.59 -0.50 3.50
H 0.56 0.16 -2.39
H -4.11 2.59 1.37
C -1.05 6.14 -0.67
H -4.40 2.02 -1.19
H 0.54 1.25 -4.55
C -2.54 -3.35 -1.36
N 1.31 -2.22 -0.47
H -3.70 4.09 -1.04
C 2.49 0.06 2.15
*
```

=====

4.
This record from OMol25 describes a cluster of 2 separate species, C23H37ClINO5P in total. The level of theory is ωB97M-V with the def2-TZVPD basis set.

Values from the calculation:
- Expectation value of S²: 0.75
- Frontier orbital gap (alpha / beta): 7.76 / 8.18 eV
- LUMO (alpha / beta): -0.8 / -0.8 eV
- Molecular weight: 600.88 g/mol
- HOMO (alpha / beta): -0.31616 / -0.33130 Ha
- Electronic energy: -66088.4784 eV

Structure (ORCA input):
```
! RIJCOSX wB97M-V def2-TZVPD def2/J DEFGRID3
* xyz 0 2
H 5.06 -2.71 -3.49
H -3.52 -2.34 -2.01
C 3.15 -0.70 -1.64
O 2.96 -1.26 -2.66
H 0.34 1.74 1.73
H -4.40 2.00 2.25
C 5.06 -3.64 -2.94
H -1.75 -2.50 0.31
C 1.54 2.37 0.06
H -0.52 2.23 -0.38
C 3.52 -0.95 0.71
C -3.01 -1.89 1.95
H -0.59 4.33 -1.84
H 0.95 6.06 -1.60
H -3.71 -2.70 1.76
O -3.04 1.25 0.30
H -2.34 -2.25 2.73
H -1.55 -1.35 -1.94
H 3.47 -3.41 -1.58
H -4.37 -0.91 3.30
H 5.68 -2.46 0.03
H 4.78 -4.33 -0.91
H -1.28 0.20 -1.17
H -4.90 -1.50 -1.38
C 2.28 -0.07 0.84
C 2.57 0.68 -1.39
O 2.55 1.52 -2.46
C 1.06 2.53 1.53
H 0.42 2.31 -1.85
H -1.36 -0.93 0.98
C -5.83 -0.87 1.08
H -5.59 -1.91 0.86
C 4.55 -3.45 -1.51
I 7.04 -4.48 -2.87
H 0.52 3.48 1.60
H 4.37 -4.29 -3.47
C -3.74 -0.65 2.44
O 1.50 -0.30 1.70
H -5.77 1.83 1.14
C -5.18 1.32 1.90
C 3.93 -1.27 -0.49
H 2.04 4.65 -1.65
C 5.10 -2.16 -0.83
H -6.42 -0.47 0.25
H 3.61 -1.37 4.14
H -6.48 -0.89 1.96
N -3.82 0.24 0.10
H -4.16 -2.81 -0.45
C 1.23 5.13 -1.10
H -0.64 4.50 -0.12
Cl 6.37 -0.85 2.10
C 2.13 0.99 -0.21
H 1.88 2.48 2.25
H -3.01 0.07 2.82
C 0.02 4.21 -0.94
H 1.60 5.42 -0.11
C 0.35 2.71 -0.83
C -3.95 -1.95 -1.09
H 3.34 2.07 -2.45
P 4.41 -1.60 2.19
C -4.60 0.01 1.36
C -2.20 -1.58 0.69
C -3.02 -0.91 -0.42
H 2.38 3.07 -0.03
H -2.59 0.01 -2.35
C -2.06 -0.48 -1.53
O 3.72 -0.75 3.41
H 5.74 -1.63 -1.53
H -5.83 1.12 2.75
*
```